Record 1
Below is a molecular structure, C15H7BCl44F4, with properties calculated with ωB97M-V with the def2-TZVPD basis set.

highest occupied orbital energy: -10.919 eV
frontier orbital gap: 9.9059 eV
calculated total energy: -578193.8150 eV
F_max: 5.66 eV Å⁻¹

Geometry as ORCA input:
```
! RIJCOSX wB97M-V def2-TZVPD def2/J DEFGRID3
* xyz 0 1
F 0.99 -0.38 0.39
C 0.53 -0.16 -1.02
C -0.23 1.29 -1.24
C -1.66 1.30 -0.39
B -2.74 0.45 -1.30
C -4.33 0.21 -0.95
F -5.07 -0.26 -2.18
F -5.03 1.38 -0.37
F -4.37 -0.95 0.02
H -0.15 -1.09 -1.27
H 1.43 -0.17 -1.80
H -0.55 1.34 -2.38
H 0.44 2.22 -1.04
H -1.49 0.79 0.65
H -1.99 2.43 -0.19
H -2.35 -0.05 -2.32
C 1.93 -3.69 -0.37
Cl 0.81 -3.29 0.95
Cl 2.31 -5.43 -0.32
Cl 1.16 -3.30 -1.93
Cl 3.43 -2.74 -0.19
C 1.03 -1.35 4.61
Cl 0.41 0.06 5.51
Cl 1.33 -0.88 2.92
Cl 2.55 -1.90 5.36
Cl -0.17 -2.66 4.66
C -6.47 -3.66 -3.69
Cl -5.84 -2.24 -2.84
Cl -5.64 -3.83 -5.26
Cl -6.19 -5.12 -2.71
Cl -8.22 -3.47 -3.97
C 4.18 0.57 -3.51
Cl 3.42 -0.88 -2.80
Cl 3.28 2.02 -3.00
Cl 5.87 0.69 -2.94
Cl 4.15 0.45 -5.28
C 5.38 5.43 -4.41
Cl 3.74 5.29 -5.09
Cl 5.90 3.84 -3.79
Cl 6.51 5.96 -5.69
Cl 5.37 6.62 -3.09
C 1.78 3.36 8.22
Cl 2.59 4.49 7.09
Cl 2.97 2.74 9.39
Cl 0.48 4.22 9.09
Cl 1.08 2.01 7.30
C -0.62 4.76 -3.24
Cl 1.00 4.03 -3.09
Cl -1.46 4.07 -4.65
Cl -1.56 4.42 -1.76
Cl -0.46 6.52 -3.45
C -3.32 4.39 8.26
Cl -3.39 5.96 7.42
Cl -2.83 4.64 9.95
Cl -4.93 3.62 8.22
Cl -2.14 3.33 7.44
C -3.92 -3.07 2.76
Cl -3.88 -4.48 3.84
Cl -4.32 -1.61 3.70
Cl -2.33 -2.86 1.98
Cl -5.16 -3.31 1.50
C -0.92 -1.59 -5.13
Cl -1.52 -3.22 -4.74
Cl -0.61 -1.47 -6.88
Cl -2.14 -0.38 -4.66
Cl 0.59 -1.29 -4.23
C 6.28 -6.83 -0.41
Cl 5.52 -8.27 0.29
Cl 5.38 -5.38 0.09
Cl 7.97 -6.71 0.15
Cl 6.25 -6.95 -2.19
*
```

Record 2
Below is a molecular structure, C15H7Co2NO8, with properties calculated with ωB97M-V with the def2-TZVPD basis set.

highest occupied orbital energy: 1.087 eV
frontier orbital gap: 4.0399 eV
calculated total energy: -108785.4085 eV
F_max: 7.22 eV Å⁻¹

Geometry as ORCA input:
```
! RIJCOSX wB97M-V def2-TZVPD def2/J DEFGRID3
* xyz -2 1
N -1.72 -2.37 -0.79
O -1.58 -3.18 0.08
O -1.43 -2.57 -1.99
O 2.07 -0.27 1.70
C 1.74 -0.33 0.59
Co 1.24 -0.55 -1.13
C 2.92 -0.39 -1.89
O 4.01 -0.77 -2.10
C 1.41 -2.41 -1.15
O 1.65 -3.51 -0.89
C -0.02 0.40 -2.07
C -0.52 -0.39 -1.13
C -1.66 -0.86 -0.41
C -1.54 -0.48 1.08
C -2.24 -1.25 1.99
C -2.22 -0.90 3.34
C -1.56 0.25 3.79
C -0.94 1.08 2.85
C -0.97 0.73 1.50
Co 1.50 1.71 -1.98
C 0.37 2.96 -2.50
O -0.25 3.84 -2.88
C 2.89 2.07 -3.03
O 3.79 2.30 -3.74
C 1.85 2.27 -0.35
O 2.07 2.77 0.67
H -0.39 0.47 -3.12
H -2.64 -0.63 -0.92
H -2.72 -2.18 1.68
H -2.67 -1.59 4.06
H -1.56 0.50 4.84
H -0.38 1.94 3.18
H -0.49 1.36 0.74
*
```

Record 3
Below is a molecular structure, C15H7CoN3O5, with properties calculated with ωB97M-V with the def2-TZVPD basis set.

highest occupied orbital energy (spin up / spin down): -13.769 / -17.026 eV
⟨S²⟩: 3.817
frontier orbital gap (spin up / spin down): 5.9431 / 5.4249 eV
calculated total energy: -67982.0844 eV
F_max: 8.06 eV Å⁻¹

Geometry as ORCA input:
```
! RIJCOSX wB97M-V def2-TZVPD def2/J DEFGRID3
* xyz 2 4
O 1.11 3.09 -2.02
C 0.81 2.12 -1.54
Co -0.05 -0.11 0.04
O -1.91 1.68 1.38
C -1.10 1.12 0.77
C 1.04 -1.07 -0.94
O 1.62 -1.97 -1.38
C 1.33 0.40 1.06
O 2.13 0.43 1.89
C -1.24 -0.36 -1.21
O -2.12 -0.79 -1.83
N -2.39 -10.29 2.41
C -2.19 -9.14 2.32
C -1.96 -7.73 2.23
C -1.42 -7.17 1.07
C -1.17 -5.80 0.99
C -1.45 -5.00 2.10
C -2.02 -5.54 3.26
C -2.27 -6.91 3.32
N -1.15 -3.63 2.06
C -1.21 -2.73 3.14
C -0.82 -1.50 2.65
N -0.55 -1.65 1.30
C -0.74 -2.92 0.96
H -1.18 -7.81 0.23
H -0.74 -5.37 0.09
H -2.27 -4.91 4.13
H -2.71 -7.34 4.22
H -1.50 -3.00 4.15
H -0.73 -0.57 3.18
H -0.62 -3.37 0.00
*
```

Record 4
Below is 2 unconnected molecules or ions with the total composition C15H7N6O6, with properties calculated with ωB97M-V with the def2-TZVPD basis set.

highest occupied orbital energy: -4.325 eV
frontier orbital gap: 4.1250 eV
calculated total energy: -36884.6631 eV
F_max: 3.21 eV Å⁻¹

Geometry as ORCA input:
```
! RIJCOSX wB97M-V def2-TZVPD def2/J DEFGRID3
* xyz -1 1
N -0.70 3.35 5.49
C -0.95 2.90 4.44
C -1.25 2.34 3.17
C -1.84 2.98 2.07
C -2.04 2.27 0.85
N -2.75 2.94 -0.20
O -3.13 4.12 -0.01
O -3.00 2.32 -1.26
C -1.63 0.93 0.69
C -1.15 0.29 1.82
N -0.89 -1.07 2.07
O -0.96 -2.09 1.41
O -0.54 -1.13 3.47
N -0.56 0.15 4.07
C -0.95 0.95 3.05
H -2.12 4.03 2.14
H -1.76 0.38 -0.23
C 0.77 0.47 -1.36
N 1.67 1.44 -1.01
O 1.27 2.63 -0.80
O 2.91 1.17 -0.89
C 1.17 -0.82 -1.81
C 2.50 -1.28 -1.66
C 2.84 -2.58 -1.99
C 1.86 -3.47 -2.48
C 2.20 -4.84 -2.76
N 2.45 -5.96 -2.99
C 0.55 -3.01 -2.71
C 0.20 -1.71 -2.38
H -0.27 0.79 -1.44
H 3.22 -0.57 -1.26
H 3.87 -2.92 -1.84
H -0.18 -3.69 -3.15
H -0.82 -1.33 -2.53
*
```